The following is a DFT calculation (ωB97M-V/def2-TZVPD) of the ion C5H9N2 with charge +1.

LUMO energy = -4.484 eV
highest occupied orbital energy = -0.52551 hartree
SMILES = C1C[N+]2=C1CNC2
relative energy (zero: lowest compared OMol25 entry of this formula, charge and spin) = 3.876 eV
charge = +1

```
16
Properties=species:S:1:pos:R:3:forces:R:3
C 1.718730 -0.855541 -0.029878 -0.79 1.86 2.49
C 1.622950 0.745087 -0.105293 1.30 -1.66 -0.18
N 0.244969 0.576340 0.222216 -1.45 -2.35 -0.66
C 0.203819 -0.727093 0.101536 -0.40 0.41 1.34
C -1.330724 -1.211969 0.153308 2.56 2.25 0.45
N -1.880396 0.075995 -0.220039 -1.42 -0.18 1.44
C -1.067947 1.168607 0.190758 -1.77 2.86 1.63
H 2.290267 -1.327328 0.793034 -0.60 0.47 -0.24
H 2.044476 -1.241121 -0.908028 0.84 -1.48 -2.75
H 2.153358 1.314923 0.606472 0.82 0.68 0.51
H 1.742958 1.021592 -1.142858 0.18 0.62 -0.05
H -1.535204 -2.057669 -0.489052 -0.35 0.06 0.10
H -1.629130 -1.251351 1.188602 0.33 -1.33 0.58
H -1.968729 0.095309 -1.158265 -0.72 0.26 -3.90
H -1.165520 2.133195 -0.415907 0.33 -1.71 0.24
H -1.443875 1.541017 1.213391 1.15 -0.76 -1.00
```
Forces are in eV/Å.

The following is a DFT calculation (ωB97M-V/def2-TZVPD) of the molecule C3H7N3O.

LUMO energy = 0.623 eV
highest occupied orbital energy = -0.35812 hartree
SMILES = CN[C@@H](O)NC#N
relative energy (zero: lowest compared OMol25 entry of this formula, charge and spin) = 2.387 eV
charge = 0

```
14
Properties=species:S:1:pos:R:3:forces:R:3
C 1.503585 -0.459331 1.332732 -1.33 -1.38 1.29
N 0.772010 -0.702256 0.122075 -0.58 2.67 -1.10
C -0.188293 0.433087 -0.118462 0.89 -3.47 0.09
O 0.408114 1.548177 -0.610120 -0.14 0.42 -1.32
N -1.162760 -0.207784 -0.982173 -1.06 1.32 -0.41
C -2.347579 0.350750 -1.284979 0.39 -0.47 1.35
N -3.421516 0.758654 -1.263615 -0.47 0.47 -0.64
H 2.139032 0.351131 1.371942 1.33 2.15 -1.20
H 0.952983 -0.250652 2.300491 -0.21 -0.97 -0.87
H 2.157329 -1.280075 1.380903 0.83 -1.27 0.96
H 0.237694 -1.548680 0.042859 0.22 -0.42 0.84
H -0.594456 0.566086 0.856962 -0.86 1.19 0.56
H 0.445976 1.404564 -1.585454 0.32 0.37 0.95
H -0.902119 -0.963671 -1.563160 0.67 -0.60 -0.51
```
Forces are in eV/Å.

The following is a DFT calculation (ωB97M-V/def2-TZVPD) of a structure of composition C34H31N2O5Pt.

LUMO energy = 1.890 eV
highest occupied orbital energy = -0.17952 hartree
relative energy (zero: lowest compared OMol25 entry of this formula, charge and spin) = 0.000 eV
charge = -1

```
73
Properties=species:S:1:pos:R:3:forces:R:3
Pt 0.043781 0.197267 0.072224 0.49 -0.29 -0.76
O 2.218048 0.077060 0.612566 -0.31 0.25 0.21
C 2.918779 0.034498 1.630432 0.05 -0.17 0.01
C 2.642127 0.317341 3.014335 -0.14 -0.02 -0.27
C 3.665156 -0.035080 3.893985 0.11 -0.05 -0.02
C 3.525314 0.113134 5.251546 0.07 -0.04 0.02
C 2.315889 0.616628 5.793952 -0.06 0.02 0.06
C 1.304410 0.987173 4.974713 0.09 -0.05 0.07
C 1.404552 0.905749 3.524167 -0.03 0.26 -0.21
O 0.500535 1.335847 2.797664 0.08 0.12 -0.09
N 4.604350 -0.253377 6.126222 -0.06 0.01 -0.03
O 5.647085 -0.672725 5.638147 -0.01 0.00 0.01
O 4.438672 -0.126471 7.334998 0.01 -0.01 -0.01
H 3.955079 -0.306947 1.463376 0.00 -0.02 0.03
H 4.585173 -0.452985 3.502900 0.00 0.01 0.02
H 2.225895 0.696676 6.868383 0.01 0.01 0.00
H 0.377161 1.379077 5.372730 -0.01 0.00 -0.03
C -4.065980 -0.742124 -0.591467 0.03 0.06 0.00
C -4.646914 0.525583 -0.548907 0.00 -0.03 -0.01
C -3.843319 1.637266 -0.380175 0.01 0.03 0.01
C -2.461599 1.482823 -0.253565 -0.17 -0.06 0.05
C -1.867401 0.210657 -0.306613 0.18 0.10 0.11
C -2.694678 -0.900045 -0.469418 -0.07 -0.04 -0.11
C -1.527111 2.587009 -0.055842 -0.08 0.03 -0.13
C -1.931896 3.930697 0.148345 -0.06 -0.01 -0.09
C -1.001638 4.896457 0.337364 0.04 0.01 -0.01
C 0.372089 4.568934 0.248447 -0.02 -0.04 -0.04
C 1.390929 5.539682 0.370511 -0.02 0.02 -0.02
C 2.701303 5.197916 0.201073 0.02 -0.04 -0.01
C 3.034676 3.869476 -0.135305 0.00 0.04 0.00
C 2.069701 2.908724 -0.250127 0.00 -0.07 0.06
C 0.715650 3.225709 -0.011735 0.09 0.05 -0.02
N -0.243947 2.247606 -0.087406 -0.05 -0.20 0.53
H -4.695649 -1.615783 -0.716894 0.00 0.01 0.00
H -5.719797 0.639935 -0.639954 0.00 0.00 -0.01
H -4.297728 2.620744 -0.348644 0.00 -0.01 0.02
H -2.250661 -1.886469 -0.498976 0.04 0.02 0.02
H -2.985082 4.169012 0.165932 0.00 -0.04 0.05
H -1.294223 5.923195 0.524868 0.02 -0.01 0.02
H 1.109025 6.563583 0.587380 -0.01 -0.01 0.02
H 3.477065 5.945687 0.303493 0.01 -0.02 -0.01
H 4.068977 3.601611 -0.311035 0.00 0.03 -0.01
H 2.325385 1.898841 -0.529642 -0.02 -0.02 0.05
C -0.624950 -1.645840 2.934793 0.09 -0.09 0.13
C -0.029512 -2.999805 2.547719 -0.12 0.14 -0.06
C -1.081900 -3.892946 1.879588 0.03 -0.01 -0.01
C 1.217399 -2.942980 1.681651 0.08 -0.15 0.06
C 2.396934 -3.477967 2.188410 0.01 0.02 0.02
C 3.518126 -3.658191 1.393144 -0.03 0.00 0.00
C 3.415198 -3.379019 0.038418 0.01 0.05 0.03
C 2.264047 -2.827354 -0.513670 0.00 0.07 -0.07
C 2.205210 -2.694875 -2.032495 -0.20 0.04 0.12
C 1.037124 -3.513447 -2.593513 0.04 -0.01 0.01
C 2.158091 -1.267536 -2.577423 0.05 -0.01 0.07
C 1.179663 -2.502894 0.340109 0.12 -0.13 -0.01
O 0.100418 -1.862486 -0.120772 -0.04 0.34 0.02
H -1.572090 -1.792348 3.462834 0.01 0.00 0.02
H -0.815893 -1.023484 2.061484 -0.05 -0.04 0.12
H 0.048688 -1.099088 3.598307 -0.12 -0.12 -0.09
H 0.276269 -3.495572 3.475164 -0.01 -0.01 0.02
H -1.392959 -3.455363 0.930858 -0.02 0.00 0.03
H -1.960337 -4.002700 2.521557 0.01 0.01 0.00
H -0.673557 -4.885939 1.678787 -0.01 -0.01 0.00
H 2.425668 -3.775197 3.232169 0.00 0.01 0.00
H 4.432422 -4.061279 1.811008 0.00 -0.01 -0.01
H 4.250358 -3.602277 -0.619116 0.00 0.02 0.00
H 3.135453 -3.141305 -2.400768 -0.02 -0.05 0.00
H 0.093747 -3.090715 -2.247788 -0.01 -0.01 0.00
H 1.095066 -4.550919 -2.256561 -0.02 0.01 -0.01
H 1.047495 -3.503710 -3.687229 0.00 0.01 0.01
H 1.252666 -0.753958 -2.259105 -0.06 0.04 0.05
H 2.173747 -1.289811 -3.672092 0.01 0.01 0.03
H 3.018625 -0.692487 -2.232712 0.00 0.06 0.03
```
Forces are in eV/Å.

The following is a DFT calculation (ωB97M-V/def2-TZVPD) of the molecule C3H5NO.

LUMO energy = 0.888 eV
highest occupied orbital energy = -0.27739 hartree
relative energy (zero: lowest compared OMol25 entry of this formula, charge and spin) = 4.038 eV
charge = 0

```
10
Properties=species:S:1:pos:R:3:forces:R:3
O 1.830125 -1.120728 0.351122 -0.16 0.00 0.00
C 1.314441 0.098360 0.287090 -0.35 0.11 -0.15
N 0.110375 0.208507 -0.120242 0.51 -0.17 0.25
C -1.211845 0.759032 -0.024253 -0.10 0.42 0.06
C -0.968068 -0.731976 -0.238624 -0.09 -0.02 -0.16
H 1.945434 0.925992 0.590095 -0.11 -0.07 -0.03
H -1.500475 1.116268 0.965619 0.03 -0.09 -0.16
H -1.461795 1.444400 -0.836327 0.04 -0.17 0.09
H -1.094721 -0.986922 -1.299003 0.03 -0.01 0.14
H 1.036525 -1.712934 0.324523 0.20 0.00 -0.05
```
Forces are in eV/Å.